[1]
{
  "formula": "C14H42K5O11P",
  "method": "ωB97M-V with the def2-TZVPD basis set",
  "species": ["K", "K", "K", "K", "K", "P", "O", "O", "O", "O", "C", "C", "O", "H", "H", "H", "H", "H", "H", "C", "C", "O", "H", "H", "H", "H", "H", "H", "C", "C", "O", "H", "H", "H", "H", "H", "H", "C", "C", "O", "H", "H", "H", "H", "H", "H", "C", "C", "O", "H", "H", "H", "H", "H", "H", "C", "C", "O", "H", "H", "H", "H", "H", "H", "C", "C", "O", "H", "H", "H", "H", "H", "H"],
  "xyz": [[0.768, -0.267, 2.735], [-3.141, 1.192, 0.432], [-2.036, -2.480, -1.588], [3.119, -2.468, -0.302], [1.972, 1.082, -2.207], [0.071, -0.277, -0.310], [0.017, -0.577, -1.844], [-0.483, 1.106, -0.027], [1.547, -0.431, 0.081], [-0.748, -1.316, 0.590], [1.095, -5.267, 2.236], [0.339, -4.318, 1.282], [0.997, -3.033, 1.461], [0.616, -6.245, 2.278], [0.851, -4.884, 3.227], [2.182, -5.205, 2.294], [-0.622, -4.219, 1.787], [0.408, -4.786, 0.300], [0.448, -2.340, 1.088], [-3.680, 1.555, -4.141], [-2.380, 0.701, -3.926], [-2.323, 0.361, -2.582], [-3.812, 1.569, -5.222], [-3.770, 2.610, -3.881], [-4.584, 1.094, -3.742], [-1.498, 1.319, -4.090], [-2.381, -0.149, -4.608], [-1.419, 0.127, -2.360], [0.696, -3.089, -4.694], [1.723, -2.933, -3.579], [0.942, -2.949, -2.356], [0.093, -2.212, -4.925], [-0.009, -3.913, -4.588], [1.240, -3.256, -5.624], [2.103, -1.930, -3.775], [2.498, -3.699, -3.556], [0.695, -2.029, -2.234], [-0.090, 3.973, 4.030], [0.070, 3.617, 2.622], [-0.402, 2.307, 2.418], [0.792, 3.700, 4.610], [-0.959, 3.630, 4.590], [-0.199, 5.058, 4.041], [1.145, 3.529, 2.465], [-0.376, 4.357, 1.958], [-0.246, 2.168, 1.481], [-1.150, 4.850, -2.879], [-1.410, 3.785, -1.765], [-0.279, 2.906, -1.731], [-0.240, 5.403, -2.647], [-1.912, 5.613, -3.038], [-1.092, 4.384, -3.863], [-2.349, 3.265, -1.959], [-1.399, 4.336, -0.825], [-0.291, 2.288, -0.997], [4.950, 1.500, 2.502], [4.158, 0.737, 1.463], [2.833, 1.069, 1.572], [5.041, 2.564, 2.280], [5.935, 1.043, 2.588], [4.459, 1.392, 3.469], [4.266, -0.347, 1.448], [4.377, 0.939, 0.414], [2.331, 0.504, 0.979], [-1.818, -2.219, 4.304], [-2.685, -1.872, 3.155], [-2.253, -0.783, 2.485], [-1.803, -1.275, 4.849], [-0.797, -2.343, 3.946], [-2.142, -3.080, 4.889], [-3.745, -1.695, 3.339], [-2.505, -2.699, 2.468], [-1.752, -1.050, 1.710]],
  "atomic_forces_ev_per_a": [[-0.126, 0.199, 0.434], [0.485, -0.022, 0.056], [0.404, 0.028, -0.095], [-0.042, -0.135, -0.146], [0.383, 0.492, -0.284], [-0.050, -1.609, 0.093], [-0.949, -0.010, 0.930], [-0.357, 0.145, 0.654], [-0.300, -0.168, -0.046], [0.428, 0.666, -2.093], [-1.045, 0.805, 1.391], [1.889, -0.029, 2.208], [0.828, -1.490, -0.187], [0.632, -0.304, -0.516], [-0.092, 0.146, 0.315], [-0.005, -0.492, -0.978], [-0.588, -0.236, -1.014], [-0.523, 0.804, -0.444], [-0.917, 0.391, -0.627], [0.265, -0.731, -1.361], [-1.172, 2.384, 0.064], [-1.397, -0.922, 1.364], [-0.265, 0.006, -0.191], [0.917, -0.045, 0.543], [0.181, -0.420, 0.135], [0.028, 0.089, -0.681], [-0.072, -0.159, 0.031], [1.182, -0.187, 0.274], [0.464, -0.668, -1.336], [-2.467, 0.278, -0.313], [1.337, -1.034, 0.095], [0.130, 0.361, 0.579], [0.246, -0.220, 0.298], [0.004, -0.200, -0.257], [0.829, -0.040, 0.538], [-0.119, 0.129, -0.011], [-0.432, 1.016, 0.443], [-0.132, 1.509, 1.838], [0.979, -0.762, -0.068], [-0.818, -0.403, -0.375], [-0.066, 0.051, 0.097], [-0.211, -0.424, -0.520], [0.338, 0.195, 0.452], [0.187, 0.728, -0.554], [-0.147, -0.167, -0.225], [-0.118, -0.879, -0.592], [-0.183, -0.518, 0.159], [1.430, 1.079, -0.657], [0.012, 1.315, -1.900], [0.139, -0.266, -0.133], [-0.406, -0.146, 0.630], [0.430, -0.249, 0.068], [-0.100, -0.207, 0.140], [-0.590, -0.051, 0.275], [-0.620, -0.529, 0.745], [0.361, -0.735, -0.177], [0.559, 0.156, -1.118], [-1.538, 1.330, 2.038], [-0.040, -0.126, -0.129], [0.163, 0.277, 0.043], [-0.049, 0.000, 0.022], [0.413, -0.463, 0.929], [1.154, 0.555, -0.171], [-0.496, -0.334, -1.015], [0.266, 1.253, 0.932], [-0.749, -2.470, -0.944], [0.054, 3.491, 0.053], [0.124, -0.274, 0.988], [0.056, -0.462, -0.066], [0.045, 0.226, 0.052], [-0.060, -0.686, 0.593], [-1.036, -0.676, -0.303], [0.934, -0.156, -0.972]],
  "s_squared": 0.75,
  "energy_ha": -4727.34044,
  "e_homo_ev": [-4.80, -11.86],
  "spin_multiplicity": 2,
  "charge": 1,
  "max_force_ev_per_a": 3.49,
  "relative_energy_kj_mol": 131.0
}

---

[2]
{
  "formula": "CH6N4O3",
  "method": "ωB97M-V with the def2-TZVPD basis set",
  "species": ["C", "N", "N", "N", "N", "O", "O", "O", "H", "H", "H", "H", "H", "H"],
  "xyz": [[0.035, 0.179, -0.366], [0.886, 1.210, 0.014], [0.711, -1.082, -0.562], [-1.000, -0.337, 0.874], [-0.867, 0.629, -1.326], [1.779, 0.868, 1.112], [2.172, -1.048, -0.411], [-2.338, 0.061, 0.401], [0.362, 2.116, 0.173], [0.306, -1.939, -0.214], [-0.703, 0.194, 1.673], [-1.881, 0.498, -0.625], [-1.083, -0.034, -2.010], [2.199, -0.356, 0.404]],
  "atomic_forces_ev_per_a": [[-2.230, -1.876, 1.773], [1.652, 1.756, 0.661], [2.179, 0.018, -2.198], [-0.904, -0.543, -1.903], [-0.221, 1.839, -0.133], [-0.897, 0.249, -0.184], [-1.319, -0.028, 0.711], [0.459, -0.126, 1.776], [0.662, -1.753, -0.047], [0.095, 0.796, 0.842], [-0.242, 0.927, 0.420], [0.292, 0.205, 0.094], [0.301, -1.464, -1.180], [0.174, 0.001, -0.634]],
  "energy_ha": -486.13852,
  "e_homo_ev": 1.79,
  "charge": -2,
  "max_force_ev_per_a": 3.41,
  "relative_energy_kj_mol": 128.8
}

---

[3]
{
  "formula": "C5H20BrN10O5",
  "method": "ωB97M-V with the def2-TZVPD basis set",
  "species": ["Br", "C", "O", "N", "N", "H", "H", "H", "H", "C", "O", "N", "N", "H", "H", "H", "H", "C", "O", "N", "N", "H", "H", "H", "H", "C", "O", "N", "N", "H", "H", "H", "H", "C", "O", "N", "N", "H", "H", "H", "H"],
  "xyz": [[7.018, -2.805, 7.100], [7.840, 0.783, 5.140], [8.315, 1.725, 4.638], [6.988, -0.038, 4.672], [7.954, 0.549, 6.423], [6.850, -0.190, 3.684], [6.591, -0.768, 5.246], [7.740, -0.398, 6.702], [8.552, 1.103, 7.020], [3.112, -1.359, 6.244], [3.048, -2.527, 5.982], [2.175, -0.564, 5.865], [4.123, -0.794, 6.768], [1.307, -0.986, 5.568], [2.110, 0.277, 6.419], [4.289, 0.198, 6.866], [4.882, -1.409, 7.026], [4.894, -6.443, 5.835], [4.392, -7.567, 6.026], [4.965, -5.589, 6.840], [5.564, -6.054, 4.791], [4.642, -5.925, 7.736], [5.471, -4.721, 6.738], [5.780, -6.705, 4.049], [6.041, -5.169, 4.884], [10.051, -5.556, 5.449], [10.892, -6.405, 5.236], [8.836, -5.530, 4.962], [10.261, -4.554, 6.226], [8.579, -6.255, 4.307], [8.175, -4.851, 5.312], [11.119, -4.473, 6.754], [9.602, -3.845, 6.516], [8.649, -2.991, 10.519], [9.081, -2.887, 11.653], [9.269, -2.499, 9.533], [7.485, -3.498, 10.198], [10.188, -2.082, 9.586], [8.763, -2.408, 8.663], [6.822, -3.719, 10.927], [7.259, -3.559, 9.215]],
  "atomic_forces_ev_per_a": [[0.403, -0.033, 0.059], [0.337, 1.112, 2.017], [2.366, 3.807, -3.144], [-4.237, -4.550, -4.098], [1.069, -1.047, 5.094], [0.155, 0.421, 0.154], [0.100, 0.158, -0.179], [0.247, 0.274, 0.581], [-0.066, -0.095, -0.457], [-0.879, -2.729, -1.686], [0.333, -3.200, -0.093], [-4.157, 3.878, -0.823], [5.284, 1.999, 3.052], [0.213, 0.084, 0.111], [-0.510, 0.138, -0.420], [-0.254, -0.279, -0.181], [-0.013, 0.179, 0.035], [-1.087, -3.898, 2.654], [0.121, 0.887, -1.050], [-0.216, 1.680, 1.951], [1.451, 0.967, -3.237], [0.006, 0.344, -0.336], [-0.384, -0.095, 0.475], [-0.167, 0.325, 0.190], [-0.038, -0.333, -0.661], [0.962, -2.361, -0.879], [0.532, -0.804, -0.517], [-2.883, -0.648, -1.844], [1.999, 4.805, 4.341], [-0.180, 0.265, 0.307], [-0.005, -0.343, -0.315], [0.022, -0.497, -0.474], [-0.368, -0.381, -0.559], [-3.225, -0.880, -2.404], [1.473, 0.092, 4.444], [3.782, 2.083, -2.817], [-1.255, -1.046, 2.198], [-0.050, -0.187, 0.206], [-0.363, 0.216, -0.698], [-0.025, -0.122, -0.270], [-0.492, -0.188, -0.728]],
  "s_squared": 0.76,
  "energy_ha": -3700.31884,
  "e_homo_ev": [-9.19, -9.17],
  "spin_multiplicity": 2,
  "max_force_ev_per_a": 7.45
}

---

[4]
{
  "formula": "C3H3LiO3Sn",
  "method": "ωB97M-V with the def2-TZVPD basis set",
  "species": ["O", "Li", "C", "C", "O", "C", "H", "H", "H", "Sn", "O"],
  "xyz": [[-0.504, -0.355, 1.040], [1.225, -0.583, 2.303], [0.123, -0.920, -0.149], [0.028, 0.648, 0.195], [1.512, -0.793, 0.022], [1.494, 0.669, -0.153], [2.221, 1.208, 0.466], [1.743, 0.970, -1.176], [-1.288, 2.125, 0.058], [-1.708, -0.424, -1.204], [-0.969, 1.366, -0.450]],
  "atomic_forces_ev_per_a": [[1.343, 0.716, 1.814], [0.061, -0.409, 0.061], [0.185, 1.826, -0.394], [-0.419, -1.219, -1.642], [0.504, -0.154, 0.025], [1.001, -0.085, 1.289], [-0.151, -0.202, 0.275], [-0.605, -0.320, -0.082], [-0.306, 0.494, 0.079], [-2.285, -2.482, -2.143], [0.672, 1.836, 0.719]],
  "energy_ha": -562.87919,
  "e_homo_ev": -18.48,
  "charge": 2,
  "max_force_ev_per_a": 4.00,
  "relative_energy_kj_mol": 0.0
}